(1)
Computed, not measured: 14 unconnected molecules or ions with the total composition CH30O15 in a non-equilibrium geometry, with the ωB97M-V functional and the def2-TZVPD basis.

XYZ file:
```
46
Properties=species:S:1:pos:R:3:forces:R:3
O 1.626 -1.179 1.417 0.37 0.25 -0.11
C 1.838 -2.276 2.280 -0.71 0.03 0.52
H 1.712 -1.939 3.333 0.26 0.01 -0.65
H 2.826 -2.696 2.087 -0.04 -0.02 0.35
H 0.016 -3.054 2.049 -0.45 0.43 0.60
H 2.028 2.425 -0.326 -0.10 0.26 -0.65
O 0.935 -3.308 2.022 0.73 -0.85 -0.51
H -1.781 -1.108 2.681 -0.40 -0.09 0.22
H -2.981 -2.003 2.500 -0.26 -0.07 0.13
O -2.045 -2.049 2.694 0.72 -0.12 0.25
H -1.482 2.654 0.561 -0.29 0.50 0.16
H -2.433 3.777 0.055 -0.05 -0.12 0.21
O -2.354 3.093 0.733 0.59 -0.49 -0.69
H -2.725 1.073 3.259 -0.41 0.53 -0.92
H -2.415 0.989 1.650 -0.47 0.86 0.13
O -2.369 0.579 2.509 0.77 -1.61 0.46
H -0.105 1.548 -2.942 -1.13 -0.11 -0.14
H -1.551 1.664 -2.180 0.76 -0.62 -0.51
O -0.726 2.092 -2.420 0.75 3.44 0.33
H 0.543 1.252 -5.134 -0.33 -0.18 -0.73
H 0.485 -0.097 -4.259 0.08 0.54 -0.48
O 0.681 0.854 -4.286 0.59 -0.52 1.04
H 0.072 2.132 -0.734 -0.20 -0.43 0.67
H 0.614 1.294 0.540 -0.25 -0.46 -0.12
O 0.208 2.118 0.263 -0.19 0.54 -0.59
H -0.046 -0.238 -1.860 -0.66 0.00 0.03
H -1.308 -0.448 -1.019 0.09 -0.55 -0.04
O -1.023 -0.079 -1.862 0.35 -1.79 0.39
H -2.443 -1.748 0.322 -0.29 -0.13 0.71
H -0.966 -1.975 0.828 -0.44 0.11 0.32
O -1.543 -1.906 0.066 0.52 -0.06 -1.41
H 2.017 1.955 -1.821 -0.42 0.21 -0.09
H 3.309 0.846 -1.030 0.64 0.47 -0.34
O 2.544 2.407 -1.155 0.53 -0.18 0.40
H 2.343 -1.202 0.769 -0.29 0.13 0.00
H 3.988 -0.184 -2.025 -0.11 0.27 -0.05
O 3.709 -0.041 -1.118 2.00 0.22 1.74
H -2.147 2.755 3.604 -0.15 0.56 0.61
H -2.812 3.044 2.345 -0.76 0.65 0.57
O -3.015 3.080 3.319 0.89 -0.52 -0.54
H 2.350 -0.640 -1.276 0.37 -0.13 -0.04
H 1.556 -1.697 -2.069 -0.31 0.10 0.04
O 1.773 -0.750 -2.041 -2.53 -1.16 -1.21
H -0.645 -3.009 -1.400 0.10 0.21 0.09
H 0.298 -4.182 -1.167 0.12 0.20 -0.09
O 0.230 -3.344 -1.644 0.00 -0.29 -0.05
```
Positions in Å, forces in eV/Å.

The net charge is 0. Its total energy is -1184.65511 Ha. As for the multiplicity: 1.

---

(2)
Computed, not measured: 2 unconnected molecules or ions with the total composition C3H5IN2Si in a non-equilibrium geometry, with the ωB97M-V functional and the def2-TZVPD basis.

XYZ file:
```
12
Properties=species:S:1:pos:R:3:forces:R:3
C -1.774 0.037 1.350 -0.49 -0.12 -0.26
C -2.098 -0.228 0.051 -0.35 0.01 0.28
C 0.040 0.111 0.267 4.09 0.16 -0.40
N -0.432 0.242 1.471 0.57 0.10 0.01
N -0.914 -0.180 -0.642 0.00 -0.04 -0.16
Si 2.588 0.194 -0.271 -4.10 -0.20 -0.45
I 2.504 0.048 -2.726 0.11 0.02 0.34
H -2.417 0.085 2.209 -0.19 0.01 0.06
H -3.035 -0.434 -0.424 -0.15 -0.04 -0.11
H -0.787 -0.343 -1.626 0.09 0.06 0.11
H 3.195 -1.014 0.240 0.24 -0.21 0.30
H 3.131 1.482 0.102 0.19 0.26 0.28
```
Positions in Å, forces in eV/Å.

The net charge is 0. Its total energy is -813.96792 Ha. As for the multiplicity: 1.

---

(3)
Computed, not measured: 3 unconnected molecules or ions with the total composition C3H12N2O in a non-equilibrium geometry, with the ωB97M-V functional and the def2-TZVPD basis.

XYZ file:
```
18
Properties=species:S:1:pos:R:3:forces:R:3
N -1.347 -0.685 -2.088 -1.37 4.88 3.73
C -0.633 0.384 0.121 -0.27 1.61 4.99
C -2.012 0.675 0.722 -0.90 0.01 0.02
C 0.208 -0.628 0.781 4.59 0.50 0.97
N 1.492 -1.095 0.021 -4.08 -0.06 -0.25
H -1.101 -0.338 -2.931 2.21 2.41 -2.93
H -0.086 1.288 -0.069 0.67 0.74 -0.91
H -0.842 0.011 -0.910 -0.50 -2.38 -4.14
H -2.831 0.394 -0.041 1.15 0.24 1.25
H -2.184 1.727 1.002 0.38 -0.04 -0.79
H -2.192 0.227 1.724 0.14 -0.62 -0.93
H 0.616 -0.255 1.890 -0.80 -0.08 -2.58
H -0.278 -1.507 0.996 -1.59 -1.99 0.45
H 0.961 -1.299 -0.860 1.34 -0.46 0.28
H 2.080 -0.277 -0.132 0.23 0.45 0.37
H -1.632 -1.531 -2.331 -0.77 -5.87 0.41
H 3.036 1.650 1.126 -1.35 -0.73 -0.87
O 2.257 1.223 0.656 0.92 1.39 0.94
```
Positions in Å, forces in eV/Å.

The net charge is 0. Its total energy is -305.88110 Ha. As for the multiplicity: 1.

---

HOMO level for every record listed, in sequence, given in eV: -10.0485, -8.6449, -8.4278.
ΔE to the lowest compared entry with this formula, charge and spin for every record listed, in sequence, given in eV: 0.929, 1.403, 9.873.
LUMO for every record listed, in sequence, given in eV: 0.11, -0.04, -4.45.